(1)
Here is an isolated ion of composition C15H16ClN2O3 and charge +1 in a non-equilibrium geometry from the OMol25 dataset. Energies are from wB97M-V/def2-TZVPD.

Structure (XYZ):
```
37
Properties=species:S:1:pos:R:3:nbo_charge:R:1
Cl 2.587 -3.894 -3.314 -0.029
O 0.089 1.220 -0.605 -0.652
O 1.178 -0.524 0.273 -0.466
O -0.916 0.874 -3.044 -0.478
N 0.685 -2.783 -5.577 -0.778
N -0.120 0.882 3.584 -0.262
C 0.515 1.245 5.877 -0.233
C 0.016 -0.807 -4.350 -0.347
C -0.041 0.251 2.234 -0.254
C 1.547 -1.742 -2.198 -0.154
C -0.716 1.980 6.079 -0.061
C 0.681 -2.010 -4.405 0.220
C -2.112 0.937 -3.682 -0.258
C -0.096 -0.209 -3.157 0.411
C 1.274 0.322 1.485 -0.064
C -1.550 2.261 4.876 -0.218
C 0.707 0.113 -0.713 0.771
C -1.270 1.593 3.727 0.056
C 0.704 0.654 4.612 0.095
C 1.549 -2.417 -3.346 -0.069
C 0.682 -0.605 -2.007 -0.268
H 1.934 -0.122 2.260 0.182
H -2.125 1.565 -4.616 0.185
H 2.118 -2.205 -1.482 0.233
H -1.988 1.808 2.912 0.264
H -2.909 1.130 -3.003 0.196
H -2.479 0.000 -4.035 0.172
H -0.110 -2.856 -6.153 0.397
H -2.534 2.846 4.848 0.271
H 1.132 1.180 6.758 0.268
H -0.680 -0.425 -5.122 0.240
H 1.625 1.234 1.181 0.228
H -1.049 2.227 7.117 0.261
H 1.517 -0.072 4.561 0.252
H 1.241 -3.626 -5.441 0.398
H -0.691 0.728 1.556 0.261
H -0.395 -0.752 2.309 0.232
```

Its HOMO-LUMO gap is 5.718 eV. As for the energy above the lowest of the compared OMol25 structures with the same formula, charge and spin: 85.8 kJ/mol. Its energy is -37450.677 eV. For the HOMO energy, the calculation gives -10.36 eV. The charge is +1.


(2)
Here is a 2-piece molecular cluster, C21H25F16IN2O7S2 overall in a non-equilibrium geometry from the OMol25 dataset. Energies are from wB97M-V/def2-TZVPD.

Structure (XYZ):
```
74
Properties=species:S:1:pos:R:3:mulliken_charge:R:1
I -3.204 -0.659 -4.180 -0.033
S -0.589 -1.520 0.907 2.114
S -2.656 0.649 1.434 1.559
F 2.477 -5.498 -2.977 -0.236
F 4.770 -3.335 -0.049 -0.326
F 4.800 -5.350 -1.676 -0.259
F -4.718 0.757 -0.839 -0.195
F 2.590 -7.154 -1.619 -0.269
F -4.729 -0.470 2.409 -0.269
F 3.850 -5.931 0.181 -0.297
F 3.857 -2.986 -2.626 -0.359
F 1.803 -2.925 -1.903 -0.310
F 1.333 -5.482 -1.122 -0.230
F -5.383 -1.831 -1.280 -0.178
F -7.100 -0.557 -1.086 -0.257
F -6.088 0.844 0.845 -0.313
F -3.819 -1.729 0.912 -0.265
F -6.575 -1.881 0.539 -0.259
F 2.713 -3.726 0.611 -0.247
O 0.909 -1.573 0.406 0.081
O -0.737 2.133 -0.730 -0.335
O 1.633 4.492 2.830 -0.604
O -1.274 -2.563 0.211 -0.729
O -0.597 -1.580 2.333 -0.741
O -3.063 1.969 1.039 -0.686
O -2.321 0.522 2.820 -0.668
N 1.926 6.052 4.449 -0.444
N -0.195 5.471 3.742 -0.287
C 2.477 -5.827 -1.693 0.625
C 0.082 3.207 -1.176 -0.401
C -1.900 -0.195 -1.039 -2.169
C 1.152 5.287 3.621 0.647
C 1.190 0.802 -0.077 -0.933
C 3.317 -1.220 -1.195 -1.309
C 1.709 -0.388 0.672 0.459
C -0.091 2.102 1.563 -0.662
C -1.279 0.102 0.345 -0.379
C 3.089 -2.691 -1.522 1.117
C -5.228 0.045 0.174 0.710
C -6.087 -1.107 -0.418 0.544
C 3.687 -5.199 -0.948 0.584
C 0.510 1.722 2.739 -1.249
C -1.583 -1.569 -3.124 -1.812
C 3.143 -0.739 0.250 -1.496
C -0.919 -0.601 -2.148 0.760
C -0.218 1.282 0.273 1.251
C 3.527 -3.721 -0.456 0.464
C -4.154 -0.461 1.201 0.444
C 0.655 2.999 -2.583 -1.122
H -0.570 4.081 -1.235 0.541
H -0.581 0.266 -2.717 0.195
H 1.878 1.623 0.132 0.659
H 1.738 -0.251 1.756 0.245
H -2.456 0.672 -1.384 1.425
H 0.104 0.974 3.418 0.284
H 4.354 -1.032 -1.473 0.488
H 1.460 3.725 -2.710 0.361
H -2.621 -1.006 -0.955 0.785
H 1.552 6.708 5.107 0.143
H -0.611 6.115 4.387 0.172
H -0.548 3.088 1.503 0.176
H 1.404 2.253 3.050 0.429
H 2.919 5.937 4.384 0.219
H -0.099 3.272 -3.320 0.356
H -0.866 -1.977 -3.831 0.710
H 3.695 0.198 0.343 0.726
H 1.242 0.616 -1.148 -0.478
H -0.045 -1.138 -1.782 -0.607
H 0.878 3.483 -0.484 0.335
H -0.791 4.919 3.154 0.188
H 3.559 -1.422 0.985 0.525
H -2.011 -2.398 -2.563 0.550
H 2.710 -0.661 -1.906 0.366
H 1.013 1.988 -2.753 0.172
```

Its HOMO-LUMO gap is 8.093 eV. As for the energy above the lowest of the compared OMol25 structures with the same formula, charge and spin: 0.0 kJ/mol. Its energy is -112742.938 eV. For the HOMO energy, the calculation gives -8.11 eV. The charge is 0.


(3)
Here is one molecule with the formula C4H8S2 in a non-equilibrium geometry from the OMol25 dataset. Energies are from wB97M-V/def2-TZVPD.

Structure (XYZ):
```
14
Properties=species:S:1:pos:R:3:nbo_charge:R:1
S -2.654 -0.488 0.284 -0.060
S 0.860 -0.446 -0.345 0.221
C -1.570 0.824 -0.465 -0.509
C 3.594 -0.120 -0.021 -0.407
C 2.390 0.007 0.478 -0.351
C -0.196 0.942 0.177 -0.545
H 3.962 -0.486 -1.023 0.215
H -3.722 -0.378 -0.470 0.122
H 2.226 0.377 1.532 0.214
H -1.444 0.635 -1.562 0.225
H -2.119 1.746 -0.259 0.225
H 0.329 1.870 -0.146 0.229
H 4.444 0.173 0.614 0.202
H -0.278 1.083 1.274 0.219
```

Its HOMO-LUMO gap is 9.335 eV. As for the energy above the lowest of the compared OMol25 structures with the same formula, charge and spin: 137.7 kJ/mol. Its energy is -25946.987 eV. For the HOMO energy, the calculation gives -8.50 eV. The charge is 0.


(4)
Here is C5H6N2O as an isolated structure in a non-equilibrium geometry from the OMol25 dataset. Energies are from wB97M-V/def2-TZVPD.

Structure (XYZ):
```
14
Properties=species:S:1:pos:R:3:nbo_charge:R:1
O 1.924 0.747 2.194 -0.673
N 0.600 1.393 0.608 -0.467
N 0.271 -0.387 -0.571 -0.287
C -1.018 -0.727 -1.212 -0.236
C -1.326 0.706 -0.985 -0.428
C 1.292 0.294 1.017 0.423
C 0.047 0.864 -0.436 0.346
C 1.097 -0.945 0.404 -0.245
H 1.609 -1.743 0.603 0.221
H -2.131 0.844 -0.055 0.218
H -1.417 -1.482 -0.550 0.226
H 1.936 -0.077 3.091 0.463
H -0.962 -0.653 -2.258 0.216
H -1.924 1.165 -1.850 0.223
```

Its HOMO-LUMO gap is 9.019 eV. As for the energy above the lowest of the compared OMol25 structures with the same formula, charge and spin: 491.8 kJ/mol. Its energy is -10304.507 eV. For the HOMO energy, the calculation gives -8.43 eV. The charge is 0.


(5)
Here is a 2-piece molecular cluster, C2H6OS2 overall in a non-equilibrium geometry from the OMol25 dataset. Energies are from wB97M-V/def2-TZVPD.

Structure (XYZ):
```
11
Properties=species:S:1:pos:R:3:nbo_charge:R:1
S 2.565 0.682 -1.359 -0.142
S 2.890 -0.040 0.706 -0.123
O -1.829 1.275 0.911 -0.713
C -0.736 -0.497 -0.340 -0.619
C -1.453 -0.037 0.704 0.223
H 1.249 0.719 -1.190 0.138
H 2.607 -1.273 0.332 0.122
H -2.519 1.610 0.318 0.485
H 0.175 -1.065 -0.118 0.214
H -0.969 -0.698 -1.386 0.237
H -1.979 -0.677 1.421 0.178
```

Its HOMO-LUMO gap is 8.403 eV. As for the energy above the lowest of the compared OMol25 structures with the same formula, charge and spin: 313.9 kJ/mol. Its energy is -25885.443 eV. For the HOMO energy, the calculation gives -8.49 eV. The charge is 0.


(6)
Here is a 2-piece molecular cluster, C9H17O3P overall in a non-equilibrium geometry from the OMol25 dataset. Energies are from wB97M-V/def2-TZVPD.

Structure (XYZ):
```
30
Properties=species:S:1:pos:R:3:nbo_charge:R:1
P 2.992 1.174 0.145 2.351
O 2.807 2.610 -0.381 -1.245
O 3.172 1.135 1.636 -1.237
O 4.025 0.344 -0.704 -1.249
C -1.173 1.905 0.095 -0.170
C -1.605 1.300 -1.197 -0.630
C 1.473 0.209 -0.321 -0.375
C -0.165 -1.746 -0.428 -0.599
C 1.604 -1.594 1.448 -0.672
C 1.287 -1.235 0.004 -0.169
C -0.108 1.462 0.702 -0.162
C 2.216 -1.996 -0.932 -0.637
C -2.053 3.039 0.552 -0.643
H -1.849 3.351 1.563 0.210
H 0.790 -1.336 2.272 0.201
H -3.155 2.910 0.262 0.179
H -1.043 -1.593 0.344 0.191
H 0.277 1.985 1.605 0.181
H 1.998 -2.625 1.431 0.178
H -0.058 -2.819 -0.456 0.177
H -1.629 3.967 0.106 0.202
H -2.309 0.443 -1.237 0.185
H -0.779 0.910 -1.716 0.220
H -0.472 -1.350 -1.426 0.192
H 1.928 -2.131 -1.993 0.188
H 2.328 -3.037 -0.556 0.160
H 3.203 -1.541 -0.731 0.307
H 1.023 0.453 -1.311 0.176
H 2.479 -0.842 1.745 0.315
H -1.951 2.115 -1.837 0.175
```

Its HOMO-LUMO gap is 5.198 eV. As for the energy above the lowest of the compared OMol25 structures with the same formula, charge and spin: 221.6 kJ/mol. Its energy is -25037.466 eV. For the HOMO energy, the calculation gives 0.39 eV. The charge is -2.


(7)
Here is C26H30Cl3GeN3O3OsSi as an isolated structure in a non-equilibrium geometry from the OMol25 dataset. Energies are from wB97M-V/def2-TZVPD.

Structure (XYZ):
```
68
Properties=species:S:1:pos:R:3:nbo_charge:R:1
Os -1.141 4.048 -0.060 0.514
Ge 1.106 -0.769 -0.664 1.864
Cl -0.936 5.045 3.471 -0.338
Cl -2.894 2.501 2.903 -0.318
Cl -3.031 5.194 -0.777 -0.421
Si -1.621 3.790 2.042 1.394
O -0.257 1.804 2.075 -0.661
O 0.347 0.145 0.780 -0.794
O 2.840 4.162 -0.835 -0.560
N -2.041 2.245 -0.383 -0.448
N 0.781 3.472 -0.115 -0.649
N -0.153 5.910 0.062 -0.755
C -2.508 -1.096 0.138 -0.602
C 0.720 0.222 -2.297 -1.118
C -3.524 -0.359 -2.064 -0.587
C 0.592 -2.899 1.766 -0.212
C 5.258 -1.207 -0.957 -0.217
C -4.702 0.171 0.110 -0.587
C 5.718 -0.916 0.320 -0.187
C -1.221 -4.022 -1.890 -0.232
C -1.339 -4.817 -0.788 -0.144
C 0.464 -3.712 2.856 -0.181
C -0.492 -2.816 -1.807 -0.194
C -2.612 1.253 -0.469 0.566
C 0.001 -3.244 0.525 0.020
C 3.460 -0.542 1.051 -0.208
C 0.109 -2.421 -0.637 -0.518
C -0.854 -5.274 1.590 -0.170
C 1.681 4.399 -0.591 0.642
C -3.343 -0.021 -0.578 -0.169
C 0.447 1.381 1.161 0.859
C 1.434 2.290 0.453 -0.352
C 1.106 5.813 -0.724 -0.337
C -0.268 -4.916 2.769 -0.203
C 4.819 -0.583 1.324 -0.191
C -0.736 -4.451 0.443 -0.084
C 3.899 -1.163 -1.229 -0.134
C 2.986 -0.832 -0.227 -0.533
H 2.015 1.793 -0.314 0.237
H 1.153 -1.977 1.853 0.213
H -0.412 -2.202 -2.699 0.211
H 1.247 1.169 -2.328 0.250
H -5.257 -0.765 0.038 0.231
H 1.043 -0.362 -3.160 0.258
H 3.556 -1.390 -2.234 0.204
H -1.417 -6.196 1.511 0.219
H -4.070 -1.299 -2.139 0.234
H 0.926 -3.434 3.794 0.221
H 0.050 6.201 1.015 0.416
H -1.893 -5.746 -0.837 0.222
H 0.905 6.056 -1.766 0.243
H 2.770 -0.285 1.848 0.208
H -1.677 -4.310 -2.828 0.226
H -2.559 -0.487 -2.556 0.214
H -2.335 -0.835 1.184 0.233
H 2.152 2.583 1.228 0.245
H 1.860 6.504 -0.352 0.246
H 5.178 -0.357 2.319 0.223
H 5.957 -1.466 -1.741 0.226
H -5.284 0.956 -0.372 0.226
H -4.580 0.419 1.163 0.226
H -4.092 0.414 -2.583 0.228
H -0.361 -5.551 3.639 0.226
H -1.546 -1.243 -0.340 0.238
H -3.063 -2.035 0.097 0.231
H 6.778 -0.949 0.532 0.226
H -0.788 6.604 -0.327 0.429
H -0.351 0.406 -2.395 0.235
```

As for the spin multiplicity: 2. Its HOMO-LUMO gap (alpha / beta) is 7.085 / 6.051 eV. As for the energy above the lowest of the compared OMol25 structures with the same formula, charge and spin: 75.5 kJ/mol. Its energy is -142490.161 eV. The expectation value of S² is 0.756. For the HOMO energy (alpha / beta), the calculation gives -10.74 / -10.74 eV. The charge is +1.


Copy entry 6 word for word.
Here is a 2-piece molecular cluster, C9H17O3P overall in a non-equilibrium geometry from the OMol25 dataset. Energies are from wB97M-V/def2-TZVPD.

Structure (XYZ):
```
30
Properties=species:S:1:pos:R:3:nbo_charge:R:1
P 2.992 1.174 0.145 2.351
O 2.807 2.610 -0.381 -1.245
O 3.172 1.135 1.636 -1.237
O 4.025 0.344 -0.704 -1.249
C -1.173 1.905 0.095 -0.170
C -1.605 1.300 -1.197 -0.630
C 1.473 0.209 -0.321 -0.375
C -0.165 -1.746 -0.428 -0.599
C 1.604 -1.594 1.448 -0.672
C 1.287 -1.235 0.004 -0.169
C -0.108 1.462 0.702 -0.162
C 2.216 -1.996 -0.932 -0.637
C -2.053 3.039 0.552 -0.643
H -1.849 3.351 1.563 0.210
H 0.790 -1.336 2.272 0.201
H -3.155 2.910 0.262 0.179
H -1.043 -1.593 0.344 0.191
H 0.277 1.985 1.605 0.181
H 1.998 -2.625 1.431 0.178
H -0.058 -2.819 -0.456 0.177
H -1.629 3.967 0.106 0.202
H -2.309 0.443 -1.237 0.185
H -0.779 0.910 -1.716 0.220
H -0.472 -1.350 -1.426 0.192
H 1.928 -2.131 -1.993 0.188
H 2.328 -3.037 -0.556 0.160
H 3.203 -1.541 -0.731 0.307
H 1.023 0.453 -1.311 0.176
H 2.479 -0.842 1.745 0.315
H -1.951 2.115 -1.837 0.175
```

Its HOMO-LUMO gap is 5.198 eV. As for the energy above the lowest of the compared OMol25 structures with the same formula, charge and spin: 221.6 kJ/mol. Its energy is -25037.466 eV. For the HOMO energy, the calculation gives 0.39 eV. The charge is -2.


The lowest energy belongs to which entry?
C26H30Cl3GeN3O3OsSi